w) Density functional theory data (wB97M-V/def2-TZVPD) for a 2-piece molecular cluster, C2H4INO2 overall.

Last column: Löwdin charge in e.
Atoms and positions in Å:
C1 -0.845 -0.879 -0.339  -0.203
C2 0.325 -0.442 0.448  -0.613
N1 0.591 1.637 0.168  -0.359
O1 -0.442 2.229 0.221  0.055
O2 1.702 1.880 -0.200  -0.077
I1 2.264 -0.937 -0.190  0.923
H1 -1.669 -0.297 -0.050  0.060
H2 -1.246 -1.922 -0.232  0.110
H3 -0.803 -0.876 -1.358  0.038
H4 0.123 -0.392 1.532  0.065

Output
E_HOMO (spin up / spin down)	-9.178 / -9.180	eV
Kohn-Sham gap (spin up / spin down)	8.97 / 8.97	eV

x) Density functional theory data (wB97M-V/def2-TZVPD) for C2H4INO2 in the gas phase.

Last column: Löwdin charge in e.
Atoms and positions in Å:
C1 0.953 -0.111 0.365  -0.727
C2 -0.465 -0.238 -0.226  0.020
N1 2.110 -0.739 -0.346  -0.376
O1 1.585 -1.195 0.896  -0.103
O2 0.949 1.075 1.113  -0.011
I1 3.910 0.262 0.014  0.788
H1 -0.352 -1.182 -0.867  0.109
H2 -1.054 -0.464 0.719  0.112
H3 -0.692 0.684 -0.747  0.081
H4 1.411 0.854 1.947  0.108

Output
E_HOMO	-9.542	eV
SMILES string	C[C@@]1(O)ON1I
Kohn-Sham gap	9.25	eV

Relative energy table, unit hartree: w) 0.0590; x) 0.0000

w) Density functional theory data (wB97M-V/def2-TZVPD) for a 2-piece molecular cluster, C4H7IN2O overall.

Last column: Löwdin charge in e.
Atoms and positions in Å:
C1 0.364 -0.460 0.553  -0.398
C2 -1.225 0.396 -0.891  -0.020
C3 1.654 0.235 0.149  -0.024
C4 -0.053 -2.203 -1.041  -0.359
N1 -0.665 0.504 0.182  -0.030
N2 0.451 -1.661 -0.135  0.160
O1 -0.492 -2.830 -1.919  0.156
I1 -1.314 2.810 2.598  0.475
H1 0.090 -0.591 1.563  0.133
H2 -1.902 1.189 -1.145  0.085
H3 2.473 0.238 0.926  0.105
H4 1.999 -0.163 -0.807  0.091
H5 1.513 1.222 -0.113  0.042
H6 -1.290 -0.529 -1.402  0.064
H7 -1.602 1.842 1.481  -0.479

Output
E_HOMO	-9.670	eV
SMILES string	C=N[C@H](C)N=C=O.I
Kohn-Sham gap	10.37	eV

x) Density functional theory data (wB97M-V/def2-TZVPD) for a 2-piece molecular cluster, C4H7IN2O overall.

Last column: Löwdin charge in e.
Atoms and positions in Å:
C1 -2.288 1.748 2.254  -0.401
C2 1.408 -0.466 -0.566  -0.433
C3 1.168 -2.453 -1.813  -0.017
C4 -1.780 1.826 1.073  -0.693
N1 -2.708 1.947 3.357  0.147
N2 1.628 0.154 -1.617  0.096
O1 1.376 -1.777 -0.476  -0.105
I1 -0.189 3.064 0.589  0.819
H1 1.243 -0.074 0.495  0.133
H2 1.943 -2.798 -2.382  0.041
H3 0.618 -1.719 -2.441  0.084
H4 0.637 -3.337 -1.398  0.098
H5 -2.371 1.340 0.216  0.073
H6 -2.341 1.348 4.159  0.118
H7 1.655 1.197 -1.451  0.041

Output
E_HOMO	-8.831	eV
SMILES string	[H]/N=C/OC.N=C=CI
Kohn-Sham gap	8.73	eV

Relative energy table, unit hartree: w) 0.0000; x) 0.0403